1.
# C4H3N3

A single C4H3N3 molecule in a non-equilibrium geometry (the ωB97M-V functional and the def2-TZVPD basis, OMol25).

```
10
Properties=species:S:1:pos:R:3:forces:R:3
C 2.249002 0.047863 -0.167366 -0.36 -0.07 0.54
C 1.419238 -0.243193 0.660378 0.28 0.32 -0.78
C -0.002102 -0.076489 0.609389 -0.35 0.04 -0.23
C -0.585514 1.003379 -0.016049 -0.20 0.14 0.17
N -1.753137 0.605931 -0.565112 -0.22 -0.02 0.36
N -1.941526 -0.650734 -0.299521 -0.11 0.07 0.16
N -0.900472 -1.063814 0.434328 0.03 -0.17 -0.14
H 2.462326 0.425398 -1.135717 1.20 -0.12 -0.13
H -0.175834 1.999447 -0.122779 -0.17 -0.20 -0.05
H -0.771982 -2.047792 0.602449 -0.10 0.00 0.09
```
Forces are in eV/Å.

## Properties
Calculated total energy in Eh: -318.33313
Structure (SMILES): C#Cc1cnn[nH]1
Kohn-Sham gap in eV: 9.151
LUMO level in eV: -0.1
ΔE to the lowest compared entry with this formula, charge and spin in kJ/mol: 398.0

Mulliken charges in e: -0.141, -0.416, 0.469, -0.402, -0.239, -0.536, 0.212, 0.345, 0.447, 0.261

=====

2.
# C14H33IN3O2

3 unconnected molecules or ions with the total composition C14H33IN3O2 (the ωB97M-V functional and the def2-TZVPD basis, OMol25).

```
53
Properties=species:S:1:pos:R:3:forces:R:3
N 4.957734 -2.109764 1.751540 -0.16 0.01 -0.11
C 5.224360 -3.303829 1.031145 -0.03 0.30 0.08
I 6.081044 -4.842252 2.357396 -0.01 -0.10 0.06
C 6.193862 -3.060538 -0.185703 -0.12 -0.28 -0.07
O 6.641023 -4.072495 -0.738866 -0.04 0.08 -0.02
O 6.316330 -1.852146 -0.473636 0.05 0.21 -0.07
H 3.980812 -1.990442 1.977860 0.01 -0.04 0.03
H 5.289577 -1.350740 1.156244 0.12 -0.01 0.02
H 4.326536 -3.805457 0.671983 0.07 -0.17 0.03
C -0.963089 -0.529080 -1.711215 -0.03 0.07 -0.01
C 0.397811 -0.960960 -2.237415 -0.01 -0.03 -0.01
N 1.214112 -1.600946 -1.226444 -0.03 0.00 -0.02
C 2.618913 -1.723497 -1.594894 0.18 -0.03 0.03
C 2.980993 -2.605313 -2.792829 0.02 0.01 -0.01
C 0.621425 -2.760116 -0.582607 -0.03 -0.05 0.06
C 0.157998 -3.918811 -1.475203 0.01 -0.01 0.03
H -0.848344 0.071617 -0.806568 0.01 -0.02 0.01
H -1.479033 0.074885 -2.460190 0.00 -0.01 0.00
H -1.604580 -1.380496 -1.478581 0.01 -0.01 0.01
H 0.945437 -0.076066 -2.573480 0.01 -0.01 -0.01
H 0.247009 -1.584956 -3.134636 0.01 0.00 0.00
H 3.168126 -2.082802 -0.721949 0.00 0.04 0.02
H 2.996269 -0.714657 -1.783291 -0.04 0.02 0.00
H 2.865078 -3.666063 -2.573028 -0.02 0.00 0.00
H 4.030249 -2.445654 -3.044097 0.01 -0.01 0.03
H 2.379379 -2.365681 -3.672931 0.00 0.01 0.00
H -0.236340 -2.422223 0.007064 -0.01 0.02 -0.02
H 1.349147 -3.131326 0.143011 0.01 -0.01 -0.02
H -0.460789 -3.565764 -2.302707 -0.01 0.01 0.01
H -0.445215 -4.614394 -0.887490 0.01 0.00 0.00
H 0.992932 -4.477711 -1.893588 0.00 0.03 -0.03
C -0.783722 3.156737 0.802308 0.04 0.02 0.00
C -1.961176 3.920936 1.386655 0.02 -0.01 0.01
N -3.212067 3.642795 0.702468 0.00 -0.01 0.03
C -4.272352 4.580994 1.017180 -0.05 0.05 -0.02
C -4.788449 4.634485 2.460717 -0.02 0.01 -0.02
C -3.589523 2.239869 0.639537 0.00 -0.10 -0.04
C -3.711476 1.469409 1.959955 -0.03 -0.01 -0.03
H -0.716720 3.312608 -0.275204 -0.02 -0.01 0.00
H 0.144730 3.502957 1.257410 0.00 -0.01 0.00
H -0.854852 2.084648 0.988437 0.00 0.00 0.00
H -1.775643 4.994293 1.286016 -0.01 0.00 0.00
H -2.010881 3.718919 2.469036 -0.01 0.01 0.00
H -5.110398 4.372314 0.345972 0.00 -0.01 0.00
H -3.908561 5.577461 0.746232 0.03 -0.01 0.01
H -5.373880 3.753286 2.720542 0.02 -0.01 0.00
H -5.434232 5.506103 2.586764 0.00 0.00 0.00
H -3.970996 4.723929 3.177291 0.01 0.00 0.00
H -2.858049 1.723917 0.012755 0.02 0.02 0.01
H -4.535197 2.179607 0.094469 -0.01 0.03 0.01
H -2.837405 1.619606 2.595171 0.01 -0.01 -0.01
H -3.781946 0.400121 1.752078 0.00 0.00 0.00
H -4.595975 1.752677 2.529313 0.03 0.03 0.02
```
Forces are in eV/Å.

## Properties
Calculated total energy in Eh: -1165.71702
Kohn-Sham gap in eV: 7.014
Total charge: -1
LUMO level in eV: 2.3
ΔE to the lowest compared entry with this formula, charge and spin in kJ/mol: 0.0

Mulliken charges in e: -0.584, -0.170, -0.160, 0.751, -0.709, -0.769, 0.254, 0.308, 0.135, -1.351, -0.525, 0.233, -0.406, -1.148, -0.588, -1.014, 0.242, 0.518, 0.298, 0.484, 0.259, 0.048, 0.355, 0.215, 0.445, 0.343, 0.339, 0.313, 0.255, 0.387, 0.247, -1.402, -0.404, 0.121, -0.698, -0.983, -0.559, -1.022, 0.322, 0.459, 0.247, 0.479, 0.260, 0.350, 0.414, 0.221, 0.401, 0.276, 0.234, 0.345, 0.252, 0.407, 0.276

=====

3.
# C11H26N2OP2SV

A molecular structure, C11H26N2OP2SV in a non-equilibrium geometry (the ωB97M-V functional and the def2-TZVPD basis, OMol25).

```
44
Properties=species:S:1:pos:R:3:forces:R:3
V -0.231266 0.009150 0.155427 -1.91 1.46 -2.04
P 0.738894 2.115756 0.188317 -0.46 2.36 0.91
P 1.553561 -1.317040 0.773855 1.29 -1.63 1.50
N -1.690012 0.729789 -0.976257 0.79 -0.79 1.05
N -1.031831 -1.699619 -0.622037 0.12 -1.16 0.50
H -3.083256 0.087379 -2.361576 -0.24 -0.21 0.57
H -3.088051 -2.161933 -0.587908 0.28 0.03 -0.13
H -3.635999 0.073308 -0.637492 0.21 -0.03 -0.38
C -2.786880 -0.135049 -1.316185 -0.42 0.50 -0.51
H -2.388166 -2.043478 -2.202940 0.13 -0.13 0.25
C -2.366125 -1.595223 -1.198190 -0.16 -0.87 -0.16
H -2.283932 2.347464 -2.307926 -0.06 -0.10 0.87
H -0.898615 -3.771355 -0.823507 0.71 0.55 0.43
C -1.423521 1.818336 -1.854847 0.76 0.44 -0.14
C -0.390912 -2.851381 -0.439338 -1.96 -0.20 -1.12
H -1.123125 3.474068 -0.538218 -0.07 0.31 0.10
C -0.494530 2.781284 -1.079735 1.01 0.72 -0.88
H 0.170347 3.362588 -1.743392 -0.76 0.08 0.08
H 2.820805 -1.400537 0.177310 0.09 0.17 0.21
H 1.816455 -1.674758 2.151577 0.13 0.15 -0.83
H 2.005478 2.539628 -0.292195 -0.41 -0.21 0.19
H 0.530626 3.049109 1.305286 0.34 -0.58 -1.11
O 1.165620 0.211471 -1.591851 0.45 -0.37 -1.87
C 1.383662 0.116735 -2.842379 -1.66 0.58 3.74
C 1.685593 1.349972 -3.562134 0.27 1.00 -0.74
C 1.074894 -1.138443 -3.513145 -0.28 -0.95 -0.82
H -0.995514 1.376807 -2.769137 0.50 0.18 0.10
H 1.109665 2.203707 -3.168603 0.47 -0.46 0.26
H 2.763036 1.602159 -3.506466 -0.49 -0.15 -0.30
H 1.317877 1.241682 -4.578669 0.65 0.05 -0.35
H 0.263355 -1.682169 -2.999781 0.86 0.00 0.29
H 0.595313 -0.863056 -4.455108 0.63 -0.32 -0.42
H 2.006974 -1.749993 -3.656992 -0.99 0.39 -0.11
C 0.843827 -2.864500 0.175469 0.67 -1.09 0.18
H 1.377366 -3.817960 0.291980 -0.29 0.43 -0.06
C -1.043178 -1.118044 3.250848 -0.62 0.07 0.73
S -1.766676 -0.053968 2.009271 0.40 -0.12 -0.55
C -1.613138 1.555933 2.775531 -0.41 0.02 0.45
H -0.684232 -2.040699 2.800182 -0.09 0.01 0.00
H -1.878526 -1.327440 3.927910 0.49 -0.26 0.16
H -0.247653 -0.595364 3.782543 0.01 -0.14 -0.06
H -2.363772 1.570098 3.564873 0.08 0.33 0.05
H -0.623665 1.727174 3.192193 0.04 -0.09 -0.05
H -1.846675 2.308412 2.026438 -0.09 0.01 0.02
```
Forces are in eV/Å.

## Properties
Calculated total energy in Eh: -2643.73780
2S+1: 4
Kohn-Sham gap (spin up / spin down) in eV: 7.417 / 7.078
Total charge: +2
LUMO level (spin up / spin down) in eV: -7.4 / -8.7

Mulliken charges in e: -0.042, -0.048, -0.068, 0.186, 0.295, 0.446, 0.365, 0.300, -0.736, 0.491, -0.733, 0.576, 0.435, -0.943, -0.024, 0.596, -0.995, 0.541, 0.169, 0.216, 0.141, 0.178, -0.253, 0.431, -0.877, -0.852, 0.345, 0.165, 0.319, 0.382, 0.163, 0.408, 0.290, -0.672, 0.429, -1.009, 0.295, -1.040, 0.333, 0.409, 0.320, 0.452, 0.310, 0.306

=====

4.
# C30H48FeP2

A molecular structure, C30H48FeP2 in a non-equilibrium geometry (the ωB97M-V functional and the def2-TZVPD basis, OMol25).

```
81
Properties=species:S:1:pos:R:3:forces:R:3
Fe 0.154890 0.546636 -1.830917 -0.75 -2.05 6.82
C -1.050370 -2.194507 1.646925 0.34 -0.08 0.82
C 0.347094 -2.706529 1.260296 0.40 0.65 1.06
C 0.650571 -1.055576 2.840802 -1.58 0.58 0.06
C -0.697063 -1.074633 2.649916 0.47 -0.16 0.09
C 1.283527 -2.037266 1.997467 -0.62 -0.89 -1.25
C -2.022619 -3.249978 2.225655 0.46 -0.25 0.65
H -1.964751 -4.167902 1.624378 -0.13 0.18 0.26
H -3.075687 -2.907366 2.258863 0.52 -0.10 0.00
H -1.688862 -3.454571 3.252650 -0.26 -0.22 -0.27
C -1.708804 -0.290198 3.416158 -0.32 0.17 0.24
H -2.572152 -0.921973 3.687384 0.22 0.24 -0.05
H -2.092564 0.589350 2.871844 0.13 -0.35 0.27
H -1.267402 0.097334 4.348699 -0.23 -0.19 -0.33
C 1.407618 -0.161251 3.761550 0.17 0.01 0.21
H 0.784826 0.210084 4.582859 0.15 -0.03 -0.21
H 1.804599 0.705924 3.214369 0.01 -0.21 0.16
H 2.260506 -0.694265 4.197223 -0.13 0.16 -0.04
C 2.757872 -2.244096 1.987321 0.35 -0.19 0.02
H 3.135553 -2.406349 3.008727 -0.10 -0.04 -0.31
H 3.305004 -1.376028 1.585737 -0.28 -0.16 0.15
H 3.021622 -3.115287 1.382818 0.09 0.10 0.13
C 0.621992 -3.811859 0.311540 0.10 -0.64 -0.02
H 0.690874 -4.761113 0.852907 0.03 -0.06 -0.09
H 1.576164 -3.668907 -0.206592 -0.16 -0.01 0.05
H -0.142232 -3.950654 -0.452887 -0.08 0.06 0.01
C -0.781510 1.881174 -2.566222 -2.50 2.03 -2.31
C -1.452938 0.676077 -2.958076 -1.05 2.15 -0.56
C -1.227856 -0.202936 -4.180442 0.21 0.34 -0.40
C 0.269964 -0.630139 -4.326894 -0.46 -0.25 -0.97
C 1.004619 -0.508709 -3.042219 2.96 -0.97 -1.71
C 1.901196 0.728392 -2.698287 3.69 -1.50 -0.99
C 1.674527 2.075139 -3.374341 -0.47 0.60 -0.31
C 0.188769 2.537882 -3.502097 0.45 0.90 -0.44
H -1.604852 0.385687 -5.041372 0.23 -0.53 0.07
H 0.726489 -0.124230 -5.173416 0.18 0.44 -0.05
H -1.835734 -1.128358 -4.112590 0.08 0.67 0.09
H -0.149096 2.395531 -4.545878 0.16 0.01 0.46
H -1.248955 2.516621 -1.793677 -0.06 -0.36 -0.85
H -2.496214 0.706024 -2.647372 0.17 -0.65 0.59
H 0.125578 3.616653 -3.307982 0.20 -0.16 -0.24
H 2.264262 2.827746 -2.831610 -0.14 -0.10 -0.27
H 2.995249 0.544371 -2.885656 -0.81 -0.17 -0.65
H 2.047987 2.018008 -4.406243 0.28 0.01 0.37
H 0.340884 -1.678061 -4.628817 -0.33 0.00 -0.02
H 1.379209 -1.460078 -2.624394 0.10 0.66 -0.34
P -1.903598 -1.561436 0.216705 2.28 2.25 -3.18
C -2.833138 -0.055561 0.415723 -0.86 0.23 0.60
C -2.950680 -2.611100 -0.799060 -0.60 -0.90 0.19
P 2.658373 0.409143 -0.790290 -2.55 -0.36 0.36
C -0.696163 -1.105451 -1.038634 -1.37 -1.32 0.09
C 3.739762 -1.006576 -1.113499 0.26 -0.01 -0.80
C 3.765722 1.793743 -0.523341 0.69 0.27 -0.13
H -2.288509 0.741049 0.950146 -0.26 -0.59 -0.22
H -3.775695 -0.334108 0.924318 0.20 0.68 -0.20
H -3.020930 0.310856 -0.612212 -0.09 -0.34 0.53
H -2.396098 -2.805241 -1.730997 -0.27 -0.10 0.58
H -3.832876 -2.005085 -1.051898 0.08 -0.39 0.12
H -3.233059 -3.555343 -0.329557 -0.29 0.10 -0.14
H 3.563175 2.681113 -1.135016 0.10 -0.27 0.06
H 4.759702 1.387347 -0.741812 0.10 0.61 0.12
H 3.692393 2.088940 0.531600 0.15 -0.05 -0.27
H -1.384938 -1.062542 -1.973183 1.19 -0.84 1.75
H -0.041283 -1.994732 -1.118319 -0.30 0.60 -0.14
H 4.586419 -0.939465 -0.427696 -0.03 -0.09 -0.02
H 4.107048 -0.962186 -2.144076 0.25 -0.19 0.07
H 3.226286 -1.961399 -0.969242 0.02 0.26 0.06
C 0.565806 2.115215 0.641248 0.39 0.48 0.64
C -0.425787 2.736100 1.442151 -1.07 0.15 0.75
C -1.649732 3.224621 0.870971 0.36 0.17 0.57
C -2.657109 3.777224 1.672241 0.77 -0.28 -0.47
C -2.485782 3.881802 3.052852 0.22 -0.27 0.06
C -1.317730 3.395282 3.655843 0.54 -0.10 -0.49
C -0.304096 2.833476 2.874857 -0.25 -0.07 -0.56
H 0.700454 2.499155 -0.381669 -0.02 -0.46 0.38
H 1.329321 1.455617 1.096920 -0.62 0.79 -0.41
H -1.776803 3.139607 -0.210851 -0.13 0.17 0.50
H -3.557461 4.138567 1.193312 -0.05 0.02 0.10
H -3.257161 4.327992 3.667313 0.00 -0.01 -0.05
H -1.172554 3.477930 4.734211 -0.11 -0.01 -0.31
H 0.624970 2.469592 3.322820 -0.43 0.21 -0.03
```
Forces are in eV/Å.

## Properties
Calculated total energy in Eh: -3117.79158
2S+1: 6
Kohn-Sham gap (spin up / spin down) in eV: 6.556 / 7.108
Total charge: +1
LUMO level (spin up / spin down) in eV: -1.9 / -3.4
ΔE to the lowest compared entry with this formula, charge and spin in kJ/mol: 450.0

Mulliken charges in e: -1.015, 4.110, -1.245, 0.613, -0.239, 0.798, -1.631, 0.431, 0.413, 0.432, -1.887, 0.324, 0.164, 0.391, -1.755, 0.388, 0.023, 0.456, -1.385, 0.461, 0.097, 0.428, -1.883, 0.380, 0.537, 0.286, 1.941, -1.401, -0.591, -1.646, -0.356, -0.249, -0.301, -1.543, 0.482, 0.305, 0.313, 0.304, 0.018, 0.503, 0.443, 0.169, 0.352, 0.479, 0.424, 0.697, 2.099, -0.784, -1.558, 1.713, -0.535, -1.552, -1.526, -0.781, 0.547, 0.264, 0.347, 0.461, 0.478, 0.317, 0.481, 0.346, -0.490, 0.270, 0.584, 0.558, 0.072, -0.043, 0.798, -0.433, -0.804, -0.531, -0.721, -0.500, 0.886, -1.284, 0.469, 0.445, 0.393, 0.430, 0.549